ORCA calculation (wB97M-V/def2-TZVPD) on 2 unconnected molecules or ions with the total composition C9H18BrNO4 in a non-equilibrium geometry.

The geometry in ORCA input format:
```
! wB97M-V def2-TZVPD RIJCOSX def2/J DEFGRID3
* xyz 0 3
C 2.218 -1.596 1.836
C 2.746 -0.290 -0.266
C -0.613 3.107 -0.680
C -1.393 1.302 -2.324
C 1.637 -0.904 0.612
C -0.750 1.560 -0.995
C 0.720 -1.872 -0.150
C -1.438 0.809 0.225
C -1.346 -0.743 0.308
N -1.229 -1.226 1.505
O -1.597 -2.599 1.514
O -0.780 -0.715 2.494
O 0.348 -2.942 0.226
O -2.786 1.090 0.361
Br -2.405 -1.756 -0.964
H 1.320 -1.872 2.453
H 2.749 -2.546 1.491
H 3.038 -1.062 2.321
H 3.252 -0.992 -0.993
H 2.475 0.709 -0.586
H 3.495 0.007 0.407
H -1.494 3.672 -1.221
H -0.567 3.199 0.428
H 0.360 3.515 -0.986
H -1.399 0.314 -2.489
H -0.831 1.680 -3.166
H -2.258 1.848 -2.363
H 0.955 -0.043 0.755
H 0.298 1.220 -0.897
H 0.300 -1.437 -1.168
H -0.949 1.149 1.155
H -0.861 -3.210 1.545
H -3.217 0.624 -0.393
*
```

Output
**HOMO-LUMO gap (alpha / beta)**: 7.06 / 7.65 eV
**⟨S²⟩**: 2.01
**F_max**: 8.360 eV/Å
**Electronic energy**: -3283.13011 Eh
**Highest occupied orbital energy (alpha / beta)**: -6.6 / -10.0 eV

Mulliken population analysis, charges in e, atoms 1 to 2: C -1.359; C -1.450